11
Properties=species:S:1:pos:R:3:forces:R:3 method="wB97M-V/def2-TZVPD" energy_ev=-8775.5118 e_homo_ev=-10.03 charge=0 spin_multiplicity=1 gap_ev=10.779
O -0.5460 -1.3987 1.2464 -0.297 0.184 -0.008
C 0.3292 -0.6191 0.4959 0.258 0.122 -0.131
C 0.2600 -0.5713 -1.0631 0.078 -0.510 -0.295
N 0.2400 0.9001 -1.0121 -0.093 -0.103 0.082
C 0.1136 0.8694 0.2591 -0.031 0.100 -0.491
O -0.1965 1.9685 0.9435 0.121 -0.071 -0.037
H -1.4521 -1.1405 1.0349 0.077 -0.113 0.041
H 1.3353 -0.8562 0.8539 -0.141 0.180 -0.057
H 1.0936 -0.9677 -1.6446 -0.049 -0.196 0.129
H -0.6948 -0.9444 -1.4459 0.193 -0.164 0.024
H -0.3042 2.5473 0.1596 -0.117 0.570 0.743